1.
DFT (ωB97M-V/def2-TZVPD) results for a gas-phase ion, C5H10IN2O (charge +1) in a non-equilibrium geometry.

Cartesian coordinates (Å):
C1 0.0488 -2.0321 -2.9166
C2 0.1725 -0.6271 -2.4485
N1 -0.4047 -0.0283 -1.5170
C3 -0.7962 0.1700 -0.3438
O1 -2.0073 0.6687 -0.0414
C4 0.1140 -0.1507 0.9516
I1 1.3947 -2.0290 0.7724
N2 -0.7965 -0.2488 2.0823
C5 -0.1351 0.0225 3.3969
H1 -0.0681 -2.2934 -4.0205
H2 -0.7178 -2.4895 -2.3756
H3 1.1272 -2.4718 -2.5606
H4 0.6962 0.1363 -3.0413
H5 -2.0569 0.7819 0.9666
H6 0.7785 0.6573 1.1314
H7 -1.4144 -1.0184 2.0091
H8 -0.8060 0.7310 3.9574
H9 -0.0480 -0.7554 4.2239
H10 0.8373 0.4279 3.3451

## Properties
**Electronic energy**: -678.64303 hartree
**Energy above the lowest of the compared OMol25 structures with the same formula, charge and spin**: 31.66 kcal per mole
**Lowest unoccupied orbital energy**: -4.268 eV
**Multiplicity**: 1
**Structure (SMILES)**: CC=[N+]=C(O)[C@H](I)NC
**Net charge**: +1
**E_HOMO**: -13.245 eV



2.
DFT (ωB97M-V/def2-TZVPD) results for a molecular structure, C5H10MgO4Yb in a non-equilibrium geometry.

Cartesian coordinates (Å):
O1 -2.2647 -0.0231 -0.9123
C1 -1.4372 -0.1549 -2.0046
C2 -0.0215 -0.5986 -1.6688
O2 0.0969 -0.8362 -0.3243
C3 0.7045 -1.8120 0.5170
C4 0.9279 -1.0363 1.8108
O3 -0.2142 -0.3319 2.2282
Yb1 -1.4972 0.4169 0.8199
H1 -1.3167 0.8092 -2.5493
H2 -1.8094 -0.8725 -2.7664
H3 0.0727 -1.6226 -2.0684
H4 0.7845 2.4752 -0.9867
H5 1.6501 -2.1513 0.0704
H6 0.0434 -2.6805 0.6453
H7 1.7435 -0.3450 1.5205
H8 1.2622 -1.6796 2.6428
C5 0.3141 2.8613 -0.0725
O4 -0.3059 2.3105 0.8818
Mg1 -0.3284 0.8956 3.8573
H9 0.8548 3.7857 0.2000
H10 0.7407 0.5902 -1.8406

## Properties
**Electronic energy**: -1855.90258 hartree
**Lowest unoccupied orbital energy**: -5.223 eV
**Expectation value of S²**: 0.7509
**Multiplicity**: 2
**Net charge**: +1
**E_HOMO**: -9.231 eV



3.
DFT (ωB97M-V/def2-TZVPD) results for a gas-phase ion, C5H10N (charge +1) in a non-equilibrium geometry.

Cartesian coordinates (Å):
C1 -2.2486 0.0194 -0.3231
N1 -1.0824 -0.0044 0.0511
C2 -0.0160 0.2649 1.5133
C3 0.3962 0.0811 0.0135
C4 0.9826 1.1617 -0.8079
C5 1.0219 -1.3246 -0.0749
H1 -2.4245 0.0296 -1.3475
H2 -3.1274 0.1103 0.3695
H3 -0.1730 -0.7262 1.9240
H4 -0.2203 1.1678 2.1414
H5 0.9994 0.8266 -1.7893
H6 1.9043 1.1471 -0.3446
H7 0.4711 2.1107 -0.6702
H8 1.5692 -1.4491 -0.9951
H9 0.1840 -1.9212 -0.3061
H10 1.7635 -1.4935 0.6458

## Properties
**Electronic energy**: -250.87828 hartree
**Energy above the lowest of the compared OMol25 structures with the same formula, charge and spin**: 79.70 kcal per mole
**Lowest unoccupied orbital energy**: -4.369 eV
**Multiplicity**: 1
**Structure (SMILES)**: C=[N+]1CC1(C)C
**Net charge**: +1
**E_HOMO**: -15.418 eV



4.
DFT (ωB97M-V/def2-TZVPD) results for a gas-phase ion, C5H10N (charge +1) in a non-equilibrium geometry.

Cartesian coordinates (Å):
C1 -2.4627 -0.1477 0.6795
C2 -1.9497 0.5664 -0.2689
C3 -0.3616 0.2890 -0.6756
C4 0.9303 -0.3211 -0.1001
C5 1.5902 0.6682 0.6831
N1 1.1437 -1.6013 -0.0254
H1 -1.8772 -0.8626 1.1946
H2 -3.4766 -0.0097 0.9410
H3 -2.6670 1.0691 -0.8253
H4 0.1138 1.2497 -0.9886
H5 -0.7299 -0.2986 -1.5844
H6 2.7438 0.4696 0.7433
H7 1.0598 0.4486 1.5932
H8 1.3570 1.6455 0.3665
H9 0.3624 -2.2182 -0.0183
H10 2.0699 -1.9893 0.0271

## Properties
**Electronic energy**: -250.90816 hartree
**Energy above the lowest of the compared OMol25 structures with the same formula, charge and spin**: 60.95 kcal per mole
**Lowest unoccupied orbital energy**: -5.133 eV
**Multiplicity**: 1
**Structure (SMILES)**: C=CCC(C)=[NH2+]
**Net charge**: +1
**E_HOMO**: -14.104 eV



no.,HOMO-LUMO gap (eV)
1,9.0
2,4.0
3,11.0
4,9.0